(1)
Computed, not measured: a molecular structure, C24H38BCl2F5InO6S in a non-equilibrium geometry, with ωB97M-V/def2-TZVPD.

The geometry in XYZ format:
```
78
Properties=species:S:1:pos:R:3:forces:R:3:lowdin_charge:R:1
H -1.978694 0.407994 -1.565603 0.187 -0.063 -0.027 0.111
C 7.390434 -0.316917 3.727905 -0.185 -0.080 -0.374 -0.621
H 8.208232 -1.565313 -1.916631 -0.206 -0.010 -0.267 0.062
F 5.443787 0.907604 3.808447 -0.070 0.183 0.050 0.094
H -7.272430 0.474099 1.295479 -0.164 0.106 0.017 0.117
C -6.980443 -0.947424 -0.242037 -0.503 -0.230 -0.220 -0.574
H -3.825582 -1.314551 2.864308 0.342 0.020 -0.083 0.090
H 0.648639 3.579156 -1.122791 0.267 0.028 0.049 0.123
H 3.595173 2.456176 0.122343 -0.120 0.112 0.227 0.028
H 2.473718 1.177265 0.603649 -0.139 -0.021 0.086 0.044
H -6.609403 -2.621171 -1.516267 -0.017 -0.150 -0.135 0.082
H -5.963781 -2.837782 0.104656 0.069 -0.195 0.099 0.080
C 6.566026 0.847497 -1.379103 0.427 0.098 0.692 -0.773
H 7.059180 -1.756113 -0.552580 -0.125 -0.030 -0.001 0.050
C -6.102428 -2.118981 -0.694948 -0.183 0.221 -0.090 -0.043
H 3.077076 -1.364872 -2.266368 0.099 0.358 -0.137 0.034
H -4.505081 0.966851 3.336715 0.135 -0.075 0.246 0.092
H -5.858240 0.508072 -1.434880 0.122 0.178 0.152 0.069
C 6.265886 0.325073 2.911261 -0.507 -0.216 0.736 -0.511
C -6.878449 0.176059 -1.271735 0.166 -0.213 -0.274 -0.048
H 7.980854 0.565124 0.215222 -0.255 0.151 0.128 0.066
H 2.480332 2.795506 -1.839486 -0.209 0.198 -0.056 0.109
Cl 9.339857 0.931281 -1.646944 0.034 0.142 0.196 0.506
Cl 6.508378 0.770970 -3.172522 -0.151 -0.107 -0.007 0.530
C 0.087999 2.645884 -1.135533 -0.479 -0.135 0.149 -0.191
C -4.462109 0.628736 0.759969 0.065 0.252 -0.164 -0.186
C -0.956656 2.713594 -2.254175 0.416 0.352 -0.192 -0.158
H 6.466505 -2.913358 -3.150050 0.080 -0.127 -0.201 0.081
H 5.544802 -4.532057 -1.990115 0.038 -0.159 0.104 0.086
H -5.379959 2.523354 1.300027 -0.158 -0.074 0.164 0.106
C -3.481658 0.099285 -0.077909 0.043 0.424 -0.070 -0.029
H -4.161514 -2.040544 1.261613 0.246 -0.101 0.010 0.056
H -7.221722 -1.167439 1.883244 -0.012 -0.149 0.147 0.121
H -5.820794 -0.140099 3.812174 -0.096 0.008 0.228 0.084
C -6.737824 -0.471600 1.197883 0.453 0.207 -0.432 -0.117
H 3.227218 -2.254012 -0.768926 -0.170 0.021 0.119 0.038
H 8.774987 -1.582223 -0.268260 0.087 -0.102 0.069 0.078
O -2.226931 3.138153 -1.785689 -0.136 -0.202 0.075 -0.046
F 6.778261 1.301208 2.141457 0.184 0.142 -0.420 0.091
H -7.505178 1.030230 -1.026077 -0.051 0.116 0.130 0.088
H -6.161862 1.377013 2.962740 -0.203 0.087 0.057 0.069
C 7.958052 -1.257433 -0.908137 0.372 0.015 0.261 -0.151
C -5.466607 0.549157 3.052155 0.141 -0.042 -0.554 -0.057
O 0.909854 1.523029 -1.301174 -0.004 0.292 -0.244 -0.140
H 6.576971 1.907142 -1.143751 -0.044 0.184 -0.076 0.030
In 4.690507 0.015114 -0.490136 -0.516 0.176 -0.939 0.817
C -8.435364 -1.458482 -0.272486 0.315 0.127 0.627 -0.071
H -8.794130 -1.581661 -1.288032 -0.095 -0.101 -0.157 0.077
O 5.995369 -2.125812 1.839308 0.548 0.245 -0.102 -0.403
C -4.576990 -1.511997 2.108847 -0.740 -0.159 -0.279 -0.048
C 7.838269 0.251970 -0.811155 -0.083 -0.362 -0.781 -0.792
C -2.716647 0.887937 -0.946736 -0.263 -0.010 0.239 0.011
C -3.891218 2.816331 -0.162333 -0.063 -0.395 0.108 0.008
O 4.918069 -3.983203 -1.511881 0.099 0.130 -0.019 0.129
C -4.647594 2.016589 0.692740 0.475 0.193 -0.593 -0.030
C -5.306710 -0.219668 1.713330 0.374 0.344 0.571 -0.470
B 4.807434 -2.735964 -2.115958 0.005 -0.132 0.083 -0.808
H -3.275807 -0.957483 -0.077133 0.051 -0.111 0.015 0.097
O 5.621332 -2.464985 -3.210113 -0.138 0.265 0.077 0.098
C 2.298998 1.785010 -1.471547 0.586 -0.657 0.183 -0.304
H -0.986544 1.773574 -2.796684 -0.152 -0.271 0.086 0.117
F 8.314992 -0.843350 2.938399 0.378 -0.121 -0.257 0.172
H -9.086403 -0.777114 0.272615 -0.188 0.205 -0.140 0.080
H -0.651842 3.468976 -2.972774 -0.144 0.115 -0.153 0.124
H -7.217448 -0.218554 -2.229547 -0.112 0.014 -0.152 0.081
H -5.141870 -1.792845 -1.080156 0.215 0.033 0.144 0.071
F 7.982154 0.598376 4.496054 0.274 0.390 0.310 0.165
F 6.900164 -1.257854 4.517455 -0.132 -0.292 0.267 0.183
C -2.910871 2.263362 -0.989647 -0.347 -0.069 0.293 -0.284
O 3.976884 -0.989924 2.610617 -0.116 0.463 0.133 -0.400
C 3.112108 1.533873 -0.198720 0.546 0.116 -0.072 -0.224
H -5.316123 -2.181937 2.548691 0.010 -0.112 0.176 0.085
H 2.632221 1.112325 -2.261861 -0.189 -0.075 -0.208 0.089
H -0.447280 2.587049 -0.185131 0.006 -0.094 0.145 0.128
C 3.795751 -1.729228 -1.535256 0.214 -0.270 0.350 -0.114
H -4.027913 3.886329 -0.197007 -0.084 0.119 0.050 0.114
S 5.225163 -0.886114 1.870925 -0.412 -0.895 -0.076 0.650
H -8.483538 -2.404265 0.265759 -0.108 -0.220 -0.094 0.082
```
Forces are in eV/Å.

Values from the calculation:
**LUMO**: 2.07 eV
**Total charge**: -1

(2)
Computed, not measured: a single C24H38BClI2N4O6S2 molecule in a non-equilibrium geometry, with ωB97M-V/def2-TZVPD.

The geometry in XYZ format:
```
78
Properties=species:S:1:pos:R:3:forces:R:3:lowdin_charge:R:1
C 2.963016 2.881834 -3.072569 0.296 0.656 -0.893 -0.283
N -0.048039 0.175932 3.222234 -0.128 4.636 6.286 0.074
H -2.460908 3.390883 2.117813 0.515 -2.386 1.190 0.130
C -2.125144 -1.479119 0.395608 -2.208 5.313 0.698 -0.055
H 5.619645 -2.089703 2.448774 -1.788 1.831 -0.250 0.059
H 3.239156 3.368241 -4.127999 -0.684 -1.156 2.198 0.116
C 3.696497 -1.098379 1.427181 -2.157 2.497 0.651 -0.750
H -3.277248 1.140761 -5.091122 0.090 1.025 1.407 0.111
C -4.122558 1.934929 2.585151 0.373 1.158 1.215 -0.216
O 0.747040 4.325008 0.634255 -1.931 -6.752 8.412 0.002
C 0.761403 -2.475635 -0.669527 -0.258 0.380 -1.577 -0.158
C -1.031158 -4.593051 -0.604987 -0.049 -1.436 -1.643 -0.224
H -2.759699 -1.342411 -2.283383 0.873 1.679 -0.643 0.095
N -0.016009 2.664970 2.677089 3.550 4.069 -6.741 0.081
H -1.185103 -2.811582 -2.011986 1.752 -0.744 1.029 0.094
C 1.334220 0.085744 0.405666 -0.376 2.626 -1.252 -0.224
H 2.760418 0.858141 -4.108477 1.144 0.989 2.094 0.096
C 3.009367 0.384986 -1.842975 1.843 0.115 -0.713 -0.227
N -0.841020 -1.437228 0.763103 -6.832 1.006 -2.505 0.179
C -2.336556 -0.424197 -2.853825 0.487 -1.416 -0.767 -0.140
H -0.476233 -6.402138 2.116813 0.924 1.939 -0.628 0.076
H -1.810602 -4.231679 0.186514 1.695 -0.577 -1.348 0.091
S -1.818350 1.811396 -1.251189 0.039 0.541 0.601 0.809
N -1.787694 1.219882 1.990121 0.803 -0.364 0.546 -0.029
C 3.344184 1.306899 -3.170652 -0.166 -0.060 -0.847 -0.223
H 2.957086 4.437358 -1.407388 1.974 -1.390 -1.031 0.080
C -0.139407 0.785184 4.474314 3.887 -1.179 -3.138 -0.556
C -0.322766 -3.399058 -1.486312 -0.703 -0.922 -0.005 -0.177
C -4.909599 3.376432 2.872908 0.544 -0.021 -0.106 -0.154
H 4.287199 3.101806 -1.132125 -0.786 1.272 -1.670 0.072
H -0.551488 -4.474622 1.954071 1.271 -2.175 -0.718 0.076
H -4.363530 1.208591 3.501324 0.466 1.332 -2.233 0.116
B -3.580912 0.611028 -3.171471 -0.733 1.321 0.557 -0.533
O -0.140184 -0.482023 -1.507223 -0.157 -0.087 0.479 -0.149
O -3.405067 -1.041642 0.220091 9.587 -4.231 1.378 0.001
H 4.497769 1.182747 -3.448808 -2.460 0.369 0.756 0.123
O 0.519543 1.200349 0.974453 0.169 -1.880 0.063 -0.174
C 0.087100 -5.671074 0.013604 -0.703 2.050 0.588 -0.232
C 0.031559 -5.460256 1.644586 0.501 -0.576 -0.151 -0.149
H 1.529751 -2.244839 -1.510485 -0.901 -0.554 2.056 0.055
H -1.653273 -5.243173 -1.390527 1.112 1.615 1.567 0.112
H -1.928380 -0.846064 -3.893747 -0.583 0.796 2.351 0.117
I 3.109182 1.354429 2.977434 -0.937 -0.753 -1.471 0.961
H 4.486187 -1.253444 3.675710 0.796 0.660 -2.593 0.076
C 4.920545 -1.140459 2.568744 0.306 -0.577 0.164 -0.286
H -4.395915 1.462384 1.550181 0.499 0.872 2.080 0.100
H 5.660344 -0.219281 2.466496 -1.916 -1.777 0.286 0.071
H 1.141327 -5.293929 -0.350592 -2.035 -1.139 0.513 0.096
C 2.003204 1.066439 -0.821119 0.182 0.959 1.111 -0.104
H 0.242420 -3.972283 -2.370211 -1.049 1.395 2.004 0.135
C 3.773611 3.758722 -1.952459 -0.872 0.657 -0.044 -0.137
H 1.804633 3.070915 -2.948085 2.372 -0.689 -0.206 0.074
H 1.133697 -5.383076 2.029719 -2.139 -0.192 -0.426 0.072
H 4.065483 0.263447 -1.295274 -2.448 0.157 -0.994 0.093
Cl -0.204605 1.095066 -3.608020 0.047 -0.505 0.927 0.627
C 0.478103 3.474587 1.644095 -1.405 1.594 -2.080 -0.043
H -1.180822 3.013627 -1.624074 -0.044 -1.744 -0.038 -0.056
H 2.766258 -0.672089 -2.276372 -0.007 2.007 1.140 0.080
H 2.653188 1.826853 -0.160240 -1.438 -1.698 -1.422 0.115
C 0.193279 -0.951596 -0.218149 1.968 -3.974 -0.210 -0.293
C -2.492815 2.338048 2.664748 -3.112 0.200 0.230 -0.263
O -3.453864 1.634631 -4.237382 -0.782 -3.397 0.824 0.018
O -4.807810 0.464522 -2.326859 2.844 1.954 -0.596 0.008
S 0.505514 1.523125 5.907487 -2.627 -2.577 -4.394 0.562
H 1.111801 -3.094066 0.240036 -0.227 1.376 -1.561 0.076
H -2.324866 2.432749 3.842915 0.147 0.050 -2.482 0.127
H -4.753976 1.139504 -1.578058 -0.221 -1.326 -1.491 0.100
H -4.245815 4.054373 3.584567 -1.324 -1.517 -1.378 0.078
C 2.563132 -0.163387 1.354546 4.162 -3.000 1.875 -0.435
H -2.174033 0.345626 2.460602 1.059 1.370 -1.023 0.112
I 4.027054 -2.544086 -0.083689 0.334 0.072 0.570 0.966
H -5.944974 3.236719 3.408733 1.962 0.275 -1.348 0.074
H -0.158626 -6.763505 -0.336293 0.669 2.230 0.801 0.110
H 4.533263 4.487432 -2.503513 -1.446 -1.715 1.444 0.083
C -0.245871 1.232801 2.110735 -2.863 1.492 2.771 -0.554
H 1.161988 1.786790 -1.268915 1.727 -2.136 0.819 0.101
C -1.050438 0.324683 -2.076078 -2.358 1.337 -3.199 -0.934
H -4.991655 3.973144 1.855268 -0.117 -1.248 2.135 0.081
```
Forces are in eV/Å.

Values from the calculation:
**LUMO**: -0.87 eV
**Total charge**: 0

> Number 2 is which compound?

C24H38BClI2N4O6S2